DFT (ωB97M-V/def2-TZVPD) results for 15 unconnected molecules or ions with the total composition C62H166N12O19 at a distorted geometry.

Last column: Mulliken charge in e.
Atoms and positions in Å:
O  5.69  -4.69  0.08  -0.5182
O  -8.49  1.78  2.10  -0.2664
O  6.83  -8.70  -4.47  -0.3591
O  7.38  -2.41  -2.89  -0.1507
O  1.17  0.57  -4.79  -0.3241
O  2.28  -2.15  3.71  -0.5355
O  -9.44  -2.31  -5.55  -0.2952
O  3.04  2.56  4.74  -0.1451
O  9.22  3.90  5.61  -0.2980
O  0.21  -2.23  -4.46  -0.5025
O  -5.72  -2.56  -1.69  -0.4721
O  -3.25  -0.15  1.14  1.0934
O  3.72  -5.51  -1.88  -0.1397
O  -4.05  4.61  0.85  -0.3914
O  5.82  2.48  -1.96  -0.2338
O  -5.66  -0.05  4.58  -0.2073
O  2.81  -1.11  -0.60  0.3080
O  -0.91  1.27  6.47  -0.2654
O  -1.54  3.66  -2.65  -0.2845
N  8.22  -1.22  -6.25  -0.7780
N  0.09  -0.17  -0.33  0.5120
N  -11.90  1.76  3.53  -0.7735
N  5.56  3.89  6.04  -0.2983
N  4.47  5.55  -3.52  -0.7223
N  -4.39  7.53  1.03  -0.7542
N  1.88  0.49  6.24  -0.4317
N  4.72  -6.47  -4.44  -0.4001
N  -7.82  -3.74  -3.27  -0.3938
N  -3.09  1.68  3.57  -0.5820
N  -1.11  7.32  -2.46  -0.7729
N  -2.82  -2.27  5.41  -0.7543
C  2.87  2.89  3.36  -0.4267
C  6.34  -7.95  -5.57  -0.7910
C  2.32  -2.30  2.33  -0.2762
C  1.30  0.59  -0.06  -0.4969
C  -9.70  1.26  2.59  -0.6989
C  -1.78  6.00  -2.39  1.0266
C  3.40  4.01  -1.95  -0.9284
C  -5.43  6.56  0.67  0.1988
C  3.22  -5.06  -3.11  -0.4459
C  -0.77  2.50  -2.85  -0.5475
C  -0.80  4.85  -2.73  -0.7451
C  -0.69  1.98  7.68  -1.1093
C  -4.82  -0.89  5.38  -1.3179
C  2.71  -5.63  -0.89  -0.5471
C  -0.33  -2.42  -3.17  0.4366
C  -8.26  -4.14  -4.60  -0.7354
C  7.98  -2.45  -4.18  -0.7113
C  -7.01  -2.04  -1.74  -0.5117
C  7.82  -3.45  -2.06  -0.7276
C  6.84  4.28  5.44  -0.5876
C  -4.54  -0.66  0.85  -0.3709
C  -9.95  2.87  4.55  -1.2237
C  -7.72  -2.30  -3.08  -0.4561
C  -4.59  -2.90  3.89  -1.7608
C  -0.70  2.33  3.70  -0.8106
C  -3.86  -1.73  4.53  2.7613
C  -10.58  2.31  3.28  0.4097
C  -6.46  7.27  -0.19  -1.4082
C  5.91  -6.51  -5.28  -0.2210
C  -6.66  0.49  5.39  -0.7191
C  -3.04  5.96  -3.23  -1.5874
C  2.14  0.50  -6.95  -1.4646
C  5.91  -1.51  -5.42  -0.7141
C  -2.26  -0.44  0.17  -0.5696
C  2.16  -0.83  5.68  0.3374
C  -1.82  1.44  4.22  2.6825
C  -10.64  -1.70  -5.96  -0.7722
C  -1.99  1.79  5.70  -1.4255
C  4.30  -5.10  -4.16  -0.1742
C  -3.73  3.30  0.42  -0.0198
C  3.15  3.72  5.53  -0.9047
C  6.26  -6.96  -0.69  -0.5588
C  4.45  4.52  5.35  -0.6017
C  3.87  -1.63  -1.37  0.0610
C  2.14  -0.81  4.15  0.4895
C  -4.71  -2.01  -2.52  -0.6036
C  -0.95  0.09  0.69  0.4198
C  -4.83  5.34  -0.05  0.2191
C  4.74  4.51  -2.55  0.3420
C  6.38  -5.88  0.40  -0.5590
C  7.38  -1.35  -5.04  0.8411
C  -9.62  -3.61  -5.03  -0.6509
C  -0.51  -3.92  -2.91  -1.1261
C  5.85  -9.37  -3.67  -0.4188
C  6.62  1.33  -2.20  -0.5308
C  10.36  3.72  6.40  -0.7763
C  1.08  -1.76  6.25  -1.3655
C  2.45  0.19  -0.96  -0.3072
C  5.66  3.37  -3.04  -0.6275
C  2.39  0.31  -5.47  0.8552
C  7.98  3.64  6.22  -0.4509
C  -7.60  0.75  1.71  -0.2811
H  5.66  -6.11  -6.27  0.4066
H  -4.49  -1.73  0.60  0.3953
H  -0.62  -0.39  1.62  -0.3623
H  -3.62  6.99  1.42  0.3300
H  -6.90  -4.14  -3.12  0.2305
H  -4.35  -0.15  6.04  0.1403
H  3.67  -1.45  -2.43  0.0902
H  -8.73  -1.88  -3.07  0.4081
H  7.45  -0.44  -4.43  -0.1054
H  -6.36  1.27  6.10  0.3342
H  -4.59  -0.93  -2.46  0.3059
H  6.75  -5.97  -4.83  0.0861
H  2.69  4.78  -1.67  0.3718
H  1.31  -2.10  1.93  0.0223
H  -6.99  8.07  0.33  0.3732
H  -7.25  -0.27  5.92  0.3969
H  -11.34  -1.59  -5.12  0.3214
H  6.59  -6.60  -1.66  0.1143
H  3.96  -2.71  -1.26  -0.5471
H  10.46  2.71  6.81  0.2976
H  3.16  -1.09  6.03  0.3064
H  -10.63  3.09  2.51  0.2230
H  -3.49  3.24  -0.65  0.3328
H  2.71  -0.71  -5.21  0.0034
H  1.85  -6.14  -1.33  0.4282
H  -0.05  4.85  -1.93  0.2466
H  6.01  -6.34  1.32  0.3085
H  3.82  3.19  2.93  0.3242
H  -2.21  -1.53  0.05  0.0948
H  4.93  -4.84  -0.51  0.2385
H  -2.33  -3.06  5.00  0.3369
H  -7.25  6.63  -0.57  0.3734
H  2.19  0.34  -2.02  -0.3916
H  -10.05  -4.27  -5.79  0.5211
H  5.55  -8.50  -6.09  0.3916
H  -1.59  1.98  8.31  0.3675
H  -0.29  7.14  -1.87  0.3061
H  3.03  -0.30  3.77  0.4099
H  -10.28  0.88  1.74  0.4091
H  -5.82  6.11  1.59  0.3952
H  3.95  5.20  -4.32  0.2484
H  -0.95  3.39  3.65  0.4487
H  3.08  -1.72  1.80  0.2486
H  0.05  1.43  8.25  0.3374
H  6.61  3.78  -3.39  0.3737
H  5.20  -7.19  -0.75  0.0519
H  -4.90  -0.12  -0.03  0.2705
H  3.73  3.48  -1.05  0.2316
H  -8.12  -0.07  1.20  0.2940
H  6.07  0.57  -2.76  -0.0642
H  5.11  -4.41  -3.86  -0.3130
H  11.21  4.11  5.86  0.2771
H  -6.80  1.16  1.10  0.0224
H  2.14  3.67  3.17  0.4350
H  5.70  -2.57  -5.62  0.0021
H  -4.05  7.98  0.18  0.2742
H  7.20  -7.84  -6.24  0.3831
H  2.87  3.32  -2.61  0.1524
H  5.50  2.88  5.97  0.2252
H  -12.50  2.55  3.78  0.2940
H  1.12  1.67  -0.15  0.7038
H  -4.90  -2.25  -3.57  0.4981
H  -2.87  2.92  0.96  -0.3523
H  -1.40  1.60  -2.88  0.1890
H  5.22  2.93  -3.95  0.2200
H  2.43  -4.62  -0.55  0.0738
H  -7.52  -3.83  -5.35  0.3646
H  -2.03  2.88  5.80  0.5420
H  3.22  0.95  -5.14  -0.1638
H  2.08  1.57  -7.19  0.3260
H  2.99  -6.18  0.01  0.2708
H  -10.20  -3.60  -4.10  0.3384
H  -9.59  0.38  3.24  0.3352
H  4.03  -4.67  -5.13  0.6710
H  -10.44  -0.69  -6.32  0.2454
H  2.26  4.37  5.47  0.4979
H  5.55  -0.89  -6.24  0.5593
H  -1.00  1.18  0.77  -0.4497
H  0.15  -1.53  5.74  0.0370
H  8.92  -3.55  -2.02  0.4020
H  10.39  4.36  7.30  0.3253
H  -1.53  0.38  4.11  -0.2207
H  5.35  -10.16  -4.23  0.2960
H  -12.34  1.56  2.63  0.2693
H  -3.88  -3.50  3.31  0.4766
H  4.91  -6.91  -3.55  0.1821
H  5.17  -8.69  -3.17  0.1223
H  -7.60  -2.65  -1.05  0.2568
H  -0.06  2.26  -2.05  0.0904
H  7.89  2.55  6.33  0.2998
H  6.91  0.90  -1.25  0.2867
H  -2.09  -1.60  5.61  0.1020
H  1.02  -0.17  -4.20  0.0434
H  4.86  -1.22  -1.13  0.2958
H  -2.49  0.01  -0.80  0.1152
H  -0.98  -4.44  -3.74  0.4378
H  6.85  5.37  5.52  0.3305
H  -2.83  5.72  -4.28  0.3788
H  2.76  -4.08  -2.91  0.0419
H  3.12  3.46  6.60  0.4062
H  0.18  2.23  4.33  -0.1508
H  2.18  1.24  5.59  0.2741
H  2.95  0.08  -7.56  0.3547
H  7.44  -4.44  -2.35  0.1063
H  -4.30  5.68  -0.95  -0.5883
H  2.43  -5.69  -3.53  0.2517
H  -2.05  5.86  -1.34  -0.0361
H  -1.07  -4.07  -1.98  0.3559
H  -8.31  -5.22  -4.73  0.4592
H  0.27  -1.94  -2.39  -0.3550
H  -1.33  -1.96  -3.15  0.4601
H  -6.00  7.75  -1.05  0.2742
H  -0.33  2.98  7.43  0.3076
H  1.33  -2.79  5.98  0.4361
H  -10.64  3.57  5.03  0.4088
H  1.64  0.50  0.98  -0.6102
H  -3.77  -2.49  -2.26  0.0507
H  1.19  -0.39  3.78  -0.5289
H  2.53  -3.36  2.14  0.2335
H  6.41  -9.90  -2.91  0.2308
H  -0.44  2.07  2.67  -0.2083
H  3.30  0.88  -0.86  0.4413
H  2.46  2.01  2.86  -0.3629
H  -0.37  2.52  -3.87  0.4248
H  -3.00  1.56  2.57  -0.5180
H  -5.19  -0.57  1.71  -0.6300
H  -9.62  2.08  5.23  0.2258
H  4.26  5.48  5.84  0.3480
H  -7.16  0.27  2.58  -0.0215
H  7.52  -3.33  -1.02  0.2280
H  0.48  -4.36  -2.80  0.0245
H  -0.70  7.41  -3.39  0.3122
H  6.85  -7.82  -0.38  0.4559
H  -5.34  -2.55  3.18  0.2171
H  -3.64  6.87  -3.17  0.4386
H  6.93  4.07  4.37  0.3020
H  7.80  -3.42  -4.67  0.1870
H  -11.10  -2.33  -6.73  0.2942
H  7.93  4.02  7.25  0.3172
H  0.90  0.69  6.43  0.3668
H  -3.73  0.94  3.84  0.0788
H  -5.41  -1.55  6.01  0.6964
H  1.02  -1.73  7.33  0.4233
H  7.75  -0.43  -6.69  0.3094
H  9.18  -0.98  -6.04  0.2815
H  -5.12  -3.50  4.62  0.4368
H  -5.67  4.70  -0.38  0.4093
H  -7.42  0.98  4.77  -0.0455
H  7.47  1.60  -2.84  0.4393
H  5.28  5.02  -1.75  0.2017
H  5.29  -1.24  -4.56  -0.2120
H  4.59  4.72  4.28  0.3147
H  9.06  -2.31  -4.06  0.4556
H  -4.56  2.64  0.69  0.1112
H  5.31  5.85  -4.02  0.2829
H  -3.33  -1.17  3.76  -1.1524
H  -3.75  5.19  -2.93  0.3029
H  -7.07  -1.01  -1.38  0.3010
H  -2.91  1.41  6.16  0.1428
H  1.19  0.09  -7.28  0.3371
H  7.43  -5.66  0.60  0.3981
H  -7.31  -1.77  -3.95  0.3025
H  0.33  -1.15  -0.23  0.3093
H  -0.48  -2.27  -5.12  0.2919
H  -0.38  4.98  -3.73  0.3339
H  -9.07  3.43  4.24  0.3210

Orbital gap in eV: 8.45
Energy above the lowest of the compared OMol25 structures with the same formula, charge and spin in kcal per mole: 0.0
Spin multiplicity: 1
HOMO level in eV: -8.20